Entry 1:
{
  "formula": "C2H6N3O",
  "method": "ωB97M-V with the def2-TZVPD basis set",
  "elements": ["C", "C", "N", "N", "N", "O", "H", "H", "H", "H", "H", "H"],
  "xyz": [[0.56, 0.04, 0.52], [-0.31, 1.18, -0.13], [0.01, -1.23, -0.15], [-0.59, -0.85, -1.33], [-0.81, 0.49, -1.33], [-1.36, 1.03, -2.21], [1.65, 0.07, 0.28], [0.45, -0.09, 1.66], [-0.95, 1.73, 0.46], [0.27, 1.93, -0.57], [0.65, -2.02, 0.00], [-0.72, -1.48, -2.11]],
  "orbital_gap_ev": [8.36, 8.36],
  "total_energy_ha": -318.88028,
  "multiplicity": 1,
  "total_charge": 1,
  "homo_energy_ev": [-14.05, -14.05],
  "smiles": "O=[N+]1CCNN1"
}

Entry 2:
{
  "formula": "C19H11F4NO3",
  "method": "ωB97M-V with the def2-TZVPD basis set",
  "elements": ["F", "C", "C", "C", "F", "C", "C", "C", "C", "C", "C", "F", "C", "C", "F", "C", "C", "H", "H", "H", "H", "H", "H", "H", "O", "C", "C", "N", "O", "O", "C", "C", "C", "C", "H", "H", "H", "H"],
  "xyz": [[-3.65, 3.14, -1.96], [-3.43, 1.78, -1.94], [-4.53, 0.93, -1.95], [-4.24, -0.44, -1.94], [-5.31, -1.32, -1.96], [-2.96, -0.95, -1.90], [-1.84, -0.06, -1.87], [-0.56, -0.65, -1.84], [0.73, -0.06, -1.88], [1.85, -0.95, -1.92], [3.13, -0.44, -1.94], [4.19, -1.32, -1.94], [3.42, 0.92, -1.95], [2.32, 1.78, -1.93], [2.54, 3.14, -1.94], [1.00, 1.34, -1.90], [-2.11, 1.34, -1.90], [-5.54, 1.31, -1.96], [-2.79, -2.03, -1.90], [-0.56, -1.74, -1.80], [1.68, -2.03, -1.94], [4.43, 1.30, -1.97], [0.21, 2.08, -1.87], [-1.32, 2.08, -1.87], [-0.60, 0.05, 1.45], [0.24, -0.47, 2.20], [0.43, -0.02, 3.61], [-0.43, 1.04, 4.13], [-1.64, 0.80, 4.29], [0.11, 2.13, 4.43], [1.41, -0.57, 4.42], [2.24, -1.59, 3.95], [2.11, -2.06, 2.63], [1.15, -1.53, 1.79], [1.51, -0.18, 5.44], [3.00, -2.01, 4.61], [2.76, -2.86, 2.27], [1.04, -1.88, 0.76]],
  "orbital_gap_ev": 2.91,
  "total_energy_ha": -1410.32833,
  "multiplicity": 1,
  "homo_energy_ev": -6.72
}